(1)
Computed, not measured: a molecular structure, C23H41F3MgO11S in a non-equilibrium geometry, with ωB97M-V/def2-TZVPD.

Structure (XYZ):
```
80
Properties=species:S:1:pos:R:3:forces:R:3:mulliken_charge:R:1
Mg -2.84419 0.05402 3.91867 2.04 0.44 -2.17 1.080
C 0.16158 -0.35280 1.68576 0.28 0.21 0.12 -0.533
C -1.25246 -0.09211 1.15751 0.21 -1.69 -0.04 0.773
O -2.07895 0.33984 2.18545 -1.60 0.28 1.06 -0.873
H 0.31173 0.30443 2.54568 0.20 0.28 -0.25 -0.061
H 0.89527 -0.14270 0.90336 0.14 0.06 0.14 0.056
H 0.39817 -1.34289 2.08395 -0.49 -0.21 -0.23 0.308
H -1.65846 -1.01011 0.70250 0.04 -0.22 0.22 0.124
H -1.16887 0.51448 0.24514 -0.34 0.97 0.55 -0.350
C 0.61352 -1.15663 6.18422 -0.95 1.26 -1.03 0.668
F 1.41934 -1.27279 5.14219 0.59 0.12 -0.45 -0.211
F -0.21313 -2.18847 6.13290 -0.50 -0.58 0.49 -0.236
F 1.30918 -1.15119 7.28208 0.42 -0.19 0.90 -0.203
S -0.36412 0.45356 6.03120 0.09 0.23 2.43 1.145
O -1.12220 0.63672 7.25727 0.54 -0.50 -0.93 -0.633
O 0.60357 1.46047 5.72196 -0.13 -0.27 -0.54 -0.571
O -1.27207 0.08740 4.91372 -0.52 -0.16 -0.38 -0.477
C 3.51989 1.19894 -2.10653 0.92 -0.38 -1.56 -0.553
C 3.62073 0.73398 -0.66373 -0.64 0.68 0.17 0.600
C 5.12049 0.74505 -0.39030 -0.94 0.20 -0.16 -0.570
O 5.55139 1.89868 -1.07388 0.27 0.39 -0.13 -0.421
C 4.81478 2.02586 -2.30810 0.74 -0.45 0.61 -0.413
H 2.63904 1.72810 -2.46747 -0.18 0.12 0.64 0.213
H 3.61960 0.36117 -2.80561 -0.17 -0.18 0.23 0.275
H 3.11863 -0.20727 -0.44312 0.00 0.03 -0.05 0.157
H 3.17449 1.54639 -0.08012 -0.07 -0.31 0.38 -0.525
H 5.56850 -0.18572 -0.76053 0.28 0.13 0.03 0.339
H 5.31232 0.90034 0.66977 0.29 -0.23 -0.01 0.331
H 5.46084 1.59681 -3.07886 -0.26 -0.03 -0.26 0.273
H 4.72259 3.08792 -2.52379 -0.31 0.04 0.15 0.273
C -4.14665 -3.05338 -1.54971 -0.29 -0.34 0.31 -0.502
C -3.18322 -2.02162 -2.10444 0.83 1.47 0.70 0.191
C -3.10686 -2.29871 -3.58319 -0.29 -1.55 0.63 -0.581
O -3.14454 -3.74238 -3.59538 -0.30 -0.06 -0.55 -0.441
C -4.07158 -4.17734 -2.62486 -0.74 -0.02 0.61 -0.454
H -5.16096 -2.68441 -1.38253 -0.03 0.07 -0.50 0.370
H -3.85396 -3.38384 -0.55053 0.31 -0.15 -0.14 0.213
H -2.22863 -2.15785 -1.58789 0.21 -0.13 -0.44 -0.302
H -3.40064 -0.95800 -1.94166 -0.49 -0.25 0.20 0.322
H -2.18338 -2.04746 -4.09288 -0.09 0.41 -0.03 0.333
H -4.00830 -1.88452 -4.04651 0.21 0.02 -0.40 0.328
H -3.79515 -5.16694 -2.25730 0.57 0.20 0.17 0.290
H -5.08626 -4.37069 -2.99717 0.08 0.42 -0.59 0.288
C 0.97689 -4.00614 -0.10969 0.15 -0.19 0.06 -0.221
C -0.52077 -4.22346 -0.13639 -0.96 0.00 0.50 0.126
C -0.81110 -5.08313 -1.39433 0.90 1.63 1.27 -0.053
O 0.44041 -5.67376 -1.71720 -0.16 -0.16 -0.82 -0.487
C 1.50356 -5.20514 -0.89026 -0.33 -0.78 0.64 -0.628
H 1.26410 -4.04820 0.94007 0.53 0.28 -0.14 0.288
H 1.32428 -3.08466 -0.57780 -0.20 0.11 0.12 0.134
H -1.12614 -3.31307 -0.10658 0.23 0.13 -0.31 -0.357
H -0.79548 -4.69837 0.81167 -0.04 -0.47 -0.27 0.284
H -1.10114 -4.35537 -2.15327 -0.23 -0.53 -0.48 0.122
H -1.59785 -5.80004 -1.17237 0.12 -0.32 -0.40 0.208
H 2.41058 -4.97263 -1.44939 -0.24 -0.03 -0.37 0.281
H 1.72961 -6.06677 -0.24853 0.27 0.32 0.26 0.290
O -3.66699 4.01259 -4.58692 -0.20 0.05 -0.25 -0.586
C -3.06469 3.73420 -3.59678 0.33 0.11 -0.31 0.365
O -3.25263 2.55535 -2.95724 -0.05 0.43 0.75 -0.370
C -2.41417 2.49184 -1.78405 1.24 -0.04 -0.88 -0.102
C -1.36660 3.62694 -1.93578 0.15 -0.37 0.35 0.238
C -2.02517 4.60413 -2.87562 -1.40 -0.71 -0.46 -0.466
H -1.87004 1.55921 -1.92810 -0.29 -0.27 0.69 0.102
H -2.94796 2.54196 -0.83909 -0.42 -0.12 -0.19 0.259
H -0.48288 3.16572 -2.37969 0.06 0.27 -0.20 0.095
H -1.05499 4.03373 -0.97603 -0.16 0.12 0.00 -0.099
H -1.43051 5.09338 -3.63845 0.18 0.13 0.21 0.337
H -2.70980 5.31241 -2.39959 0.57 0.35 0.31 0.231
O -0.17229 5.20489 0.91260 0.16 0.09 0.21 -0.643
C 0.75057 4.59513 1.38084 -0.46 0.09 -1.09 0.373
O 2.01246 5.09559 1.36039 0.11 -0.46 0.14 -0.371
C 2.90014 4.12948 1.92646 0.69 -1.03 0.84 -0.282
C 2.01969 3.19592 2.75233 -0.91 0.03 -0.47 -0.409
C 0.70547 3.18667 1.94671 0.36 1.49 0.62 0.010
H 3.60892 4.59128 2.61224 0.00 0.47 -0.34 0.356
H 3.48602 3.54527 1.21100 -0.25 0.48 -0.58 0.060
H 1.85065 3.75809 3.67142 -0.22 -0.60 0.32 0.317
H 2.39422 2.19223 2.92781 0.33 0.15 0.20 0.337
H -0.19767 3.17336 2.55193 0.00 -0.52 0.00 0.234
H 0.62026 2.50702 1.10046 0.18 -0.26 0.14 -0.015
```
Forces are in eV/Å.

Its net charge is 0.



(2)
Computed, not measured: 2 unconnected molecules or ions with the total composition C23H41F3N2O7P in a non-equilibrium geometry, with ωB97M-V/def2-TZVPD.

Structure (XYZ):
```
77
Properties=species:S:1:pos:R:3:forces:R:3:mulliken_charge:R:1
C -6.62638 2.61602 1.72326 2.17 1.10 0.04 -0.699
C -5.45760 3.42313 1.59769 -2.40 -1.45 0.04 -0.202
C -5.19191 4.38175 0.31560 0.58 -1.04 0.65 -0.556
C -4.83717 3.41223 -0.90472 1.01 -1.48 -0.07 0.100
O -4.67430 4.00880 -2.24393 1.25 -0.23 -0.86 -0.430
C -3.65369 3.39493 -3.06400 0.13 0.43 -1.43 -0.117
O -3.16305 3.85487 -4.11605 -2.36 -1.56 4.49 -0.614
C -3.34062 1.95847 -2.34251 1.40 1.80 -0.13 1.148
C -1.92945 1.24849 -2.63767 -0.37 -0.49 -0.67 -1.030
C -1.83703 -0.12444 -1.76613 -0.14 0.07 -1.32 -0.340
C -0.42052 -0.39166 -1.09254 0.53 -0.66 -0.30 -0.623
C -0.35561 -0.39197 0.50293 1.13 0.33 1.34 -0.512
N -1.65168 -0.28796 1.23012 -0.10 0.14 -0.44 -0.373
P -4.69987 0.88542 -3.09805 -4.73 0.40 -1.38 0.825
O -6.08920 1.55008 -3.13750 3.82 -1.33 0.31 -0.757
O -4.28267 0.61266 -4.75551 0.24 -0.79 3.09 -0.570
O -4.90458 -0.63322 -2.35641 1.15 1.39 -2.03 -0.505
C -3.51313 2.50338 -0.83329 -1.58 -2.68 1.58 -0.192
C -2.24945 2.94523 0.02425 -0.14 -0.10 -0.22 0.248
C -1.54600 4.32370 -0.32942 1.39 0.44 0.64 -0.450
O -2.36756 5.33357 -0.93489 0.53 -0.25 0.67 -0.533
C -0.21653 4.20015 -1.24992 0.70 1.39 -0.01 0.644
F 0.58890 3.08074 -0.95158 -1.86 2.43 -1.19 -0.215
F -0.49406 4.34752 -2.64037 1.00 -1.02 3.42 -0.235
F 0.58204 5.35978 -0.91547 -1.39 -2.40 -0.86 -0.330
H -7.19186 2.16134 0.83547 0.51 1.50 1.30 0.232
H -7.01584 2.33869 2.76773 1.12 -0.14 -1.74 0.259
H -4.71371 3.35747 2.47579 -1.43 0.88 -1.32 0.300
H -4.37480 5.12486 0.59609 -1.00 -1.06 -0.62 0.135
H -6.15850 4.96030 0.15252 1.33 -0.88 -0.10 0.428
H -5.66032 2.60604 -0.83738 0.88 1.57 -0.99 0.230
H -1.93703 0.97597 -3.76222 0.18 0.60 1.77 0.628
H -1.01726 1.91350 -2.48861 -1.47 -0.71 -0.01 0.212
H -2.01283 -0.97485 -2.53248 0.16 1.25 1.34 0.296
H -2.73935 -0.12912 -1.07562 1.59 -0.27 -0.44 0.536
H 0.37035 0.36052 -1.47157 -1.35 -1.09 0.49 0.152
H -0.03991 -1.42078 -1.45794 -0.64 1.64 0.62 0.363
H 0.27969 0.52155 0.82474 -0.89 -1.47 -0.54 0.048
H 0.20118 -1.30483 0.94656 -0.53 1.42 -1.21 0.332
H -1.71649 0.54492 1.82442 0.13 -0.92 -0.21 0.162
H -1.91263 -1.14726 1.72435 0.34 0.80 -0.18 0.231
H -3.75884 -0.21545 -4.84102 -0.21 0.78 -0.02 0.327
H -5.13848 -1.27237 -3.07598 0.12 0.66 0.90 0.317
H -3.86817 1.55315 -0.26872 0.70 1.54 -0.50 0.870
H -2.59280 3.01069 1.12700 0.35 -0.02 -1.86 0.281
H -1.49063 2.07205 0.01242 -1.07 1.58 -0.13 -0.848
H -1.16259 4.77329 0.66680 -0.22 -1.03 -1.56 0.395
H -1.99620 6.22107 -0.70903 -0.31 -1.18 -0.31 0.420
C 5.47002 -1.15742 1.94046 0.41 0.37 -0.21 -1.801
C 4.74327 -2.14014 0.99909 0.58 -0.01 0.03 1.613
C 5.78358 -2.97229 0.21554 0.05 -0.01 -0.20 -1.371
C 6.53992 -4.00924 1.03929 0.23 -0.09 -0.08 -0.600
C 5.75026 -4.52952 2.23753 0.04 0.04 0.20 -1.396
C 4.21674 -4.38118 2.11778 0.39 0.17 -0.11 1.846
N 3.90819 -2.96885 1.88474 -0.14 -0.04 0.41 0.224
O 2.54316 -2.71663 1.78372 -0.52 -0.06 -0.24 -0.839
C 3.63345 -4.79779 3.48495 -0.24 -0.03 0.01 -1.912
C 3.68163 -5.35835 1.05075 -0.16 -0.31 -0.13 -1.702
C 3.99546 -1.29668 -0.05760 -0.37 -0.16 0.17 -1.713
H 4.75552 -0.52906 2.47885 -0.12 -0.21 -0.08 0.389
H 6.14030 -0.48910 1.38258 0.03 0.06 -0.05 0.351
H 6.07520 -1.67782 2.68682 -0.10 -0.11 -0.07 0.350
H 5.28285 -3.49078 -0.60962 -0.18 0.13 0.11 0.326
H 6.51366 -2.30847 -0.26798 -0.14 0.08 0.06 0.559
H 6.81568 -4.84434 0.38492 0.00 0.07 0.00 0.331
H 7.48568 -3.58520 1.39414 -0.03 -0.03 0.00 0.326
H 6.02353 -5.57650 2.41756 -0.21 0.00 -0.01 0.510
H 6.09048 -3.98799 3.12802 -0.28 0.04 0.00 0.318
H 3.94693 -4.10483 4.27222 0.00 0.06 -0.20 0.425
H 3.97976 -5.79902 3.77015 0.08 -0.01 -0.14 0.391
H 2.54009 -4.82419 3.47396 0.13 0.19 -0.15 0.336
H 3.94935 -6.39152 1.30722 0.05 0.04 0.04 0.374
H 4.08199 -5.16254 0.05251 0.04 0.10 0.08 0.317
H 2.59126 -5.32178 0.98048 0.10 0.28 0.09 0.349
H 4.70001 -0.67723 -0.62639 0.20 -0.17 0.12 0.380
H 3.27391 -0.61295 0.39640 -0.02 -0.28 0.08 0.251
H 3.46627 -1.93104 -0.77530 -0.06 0.01 0.19 0.383
```
Forces are in eV/Å.

Its net charge is -1.



Summary of Kohn-Sham gap in eV
6.4 3.1
(order as listed above)
Summary of E_tot in eV
-71469.1729 -59265.8314
(order as listed above)